{
  "formula": "C6H7N2O",
  "method": "ωB97M-V with the def2-TZVPD basis set",
  "species": ["C", "C", "C", "C", "C", "C", "N", "N", "O", "H", "H", "H", "H", "H", "H", "H"],
  "positions_angstrom": [[1.3055, 1.6184, 0.2139], [0.3798, 1.1685, -0.7600], [-0.2675, 0.2987, -1.5298], [0.1778, -0.1898, 1.0261], [-1.0444, -0.1658, -2.6578], [-0.2149, -1.2330, 1.9074], [-0.3287, -0.0884, -0.1433], [1.0713, 0.7770, 1.3123], [2.0727, 2.5183, 0.2469], [-2.1572, 0.1485, -2.5693], [-1.0591, -1.2091, -2.5435], [-0.5536, 0.3493, -3.4240], [-0.5117, -2.1630, 1.5880], [-1.0370, -1.0833, 2.6156], [0.5986, -1.5439, 2.5955], [1.5683, 0.7976, 2.1220]],
  "lowdin_charge": [-0.394, 0.195, -0.042, -0.310, 0.049, 0.029, 0.190, 0.264, 0.188, 0.169, 0.096, 0.094, 0.075, 0.123, 0.123, 0.149],
  "total_charge": 1,
  "e_lumo_ev": -5.2,
  "total_energy_ev": -11352.013,
  "smiles": "Cc1[nH+]c(=O)c2c(C)n1-2",
  "e_above_lowest_ev": 3.0069
}